{
  "formula": "C39H27BHfN2O4S7Se3Te",
  "method": "ωB97M-V/def2-TZVPD",
  "symbols": ["Hf", "Se", "Se", "Te", "Se", "S", "C", "C", "C", "C", "C", "C", "N", "C", "C", "C", "C", "C", "C", "C", "C", "N", "C", "C", "C", "C", "C", "S", "C", "H", "H", "H", "H", "H", "H", "H", "H", "H", "H", "H", "H", "S", "C", "S", "C", "C", "S", "S", "S", "C", "C", "C", "C", "C", "C", "C", "C", "C", "C", "O", "O", "H", "H", "H", "H", "H", "H", "H", "H", "H", "H", "H", "O", "B", "O", "C", "C", "C", "C", "C", "C", "H", "H", "H", "H"],
  "coordinates": [[-0.07, 0.31, -1.03], [-0.97, -1.38, -3.09], [-1.66, -0.22, -5.01], [0.11, 1.57, -4.90], [-0.76, 2.30, -2.69], [3.24, 4.97, -1.95], [4.51, 6.10, -2.17], [5.73, 5.50, -2.15], [5.64, 4.10, -1.96], [4.35, 3.64, -1.84], [3.89, 2.27, -1.65], [2.57, 1.95, -1.70], [2.04, 0.71, -1.55], [2.97, -0.30, -1.24], [4.39, -0.04, -1.18], [5.24, -1.18, -0.86], [4.73, -2.39, -0.60], [3.31, -2.65, -0.62], [2.75, -3.87, -0.42], [1.32, -4.01, -0.50], [0.57, -2.87, -0.67], [1.07, -1.62, -0.82], [2.47, -1.51, -0.90], [0.65, -5.29, -0.37], [-0.64, -5.63, -0.69], [-0.95, -6.99, -0.42], [0.11, -7.68, 0.10], [1.48, -6.66, 0.26], [4.85, 1.22, -1.39], [4.28, 7.15, -2.31], [6.66, 6.04, -2.26], [6.49, 3.45, -1.92], [1.83, 2.72, -1.90], [6.31, -1.01, -0.84], [5.40, -3.23, -0.38], [3.39, -4.73, -0.22], [-0.51, -2.93, -0.66], [-1.34, -4.95, -1.15], [-1.91, -7.43, -0.61], [0.15, -8.71, 0.39], [5.91, 1.42, -1.34], [-5.37, 0.61, 4.71], [-4.49, 0.26, 3.34], [-2.86, -0.30, 3.36], [-2.59, -0.43, 1.63], [-3.66, -0.07, 0.89], [-3.69, -0.11, -0.88], [-5.08, 0.46, 1.74], [-1.05, -1.05, 1.15], [-0.77, 6.43, 4.72], [-0.68, 5.34, 3.69], [-1.14, 5.53, 2.40], [-1.06, 4.53, 1.44], [-1.55, 4.81, 0.05], [-0.48, 3.31, 1.80], [0.02, 3.09, 3.09], [0.65, 1.79, 3.50], [-0.11, 4.11, 4.02], [-0.38, 2.21, 0.79], [-1.38, 1.85, 0.12], [0.71, 1.60, 0.61], [-1.43, 7.23, 4.38], [0.21, 6.87, 4.92], [-1.16, 6.05, 5.67], [-1.58, 6.48, 2.13], [-2.20, 5.68, 0.05], [-2.09, 3.96, -0.37], [-0.72, 5.01, -0.63], [-0.07, 0.97, 3.44], [0.99, 1.86, 4.54], [1.48, 1.53, 2.86], [0.24, 3.94, 5.03], [-4.33, -2.45, -2.30], [-4.02, -1.88, -1.07], [-3.99, -2.82, -0.05], [-4.26, -4.01, -0.66], [-4.33, -5.26, -0.11], [-4.62, -6.31, -0.98], [-4.81, -6.10, -2.34], [-4.73, -4.82, -2.89], [-4.46, -3.79, -2.02], [-4.16, -5.41, 0.95], [-4.68, -7.32, -0.58], [-5.01, -6.94, -2.98], [-4.85, -4.64, -3.95]],
  "mulliken_charge": [-0.333, -0.204, -0.341, -0.251, -0.351, -0.060, -0.501, -0.513, -0.526, 0.593, 0.361, 0.036, 0.502, -0.081, 0.392, -1.114, -1.151, 0.427, -1.003, 0.291, 0.012, -0.022, -0.079, 0.548, -0.553, -0.451, -0.536, -0.280, -0.793, 0.381, 0.355, 0.339, 0.090, 0.355, 0.356, 0.326, 0.177, 0.552, 0.381, 0.411, 0.235, -0.325, 0.102, -0.064, 0.373, 0.207, -0.542, -0.204, -0.467, -1.525, 0.737, -0.973, 0.688, -1.367, 0.454, 1.165, -1.469, -1.012, 1.499, -0.235, -0.398, 0.359, 0.284, 0.360, 0.295, 0.387, 0.089, 0.231, 0.167, 0.364, 0.211, 0.311, -0.510, 0.940, -0.382, 0.498, -0.636, -0.605, -0.475, -1.026, 0.782, 0.442, 0.454, 0.364, 0.472],
  "energy_ha": -12245.8320,
  "mol_weight_da": 1365.91,
  "homo_ev": [-0.3, -0.3],
  "homo_lumo_gap_ev": [4.12, 4.11],
  "e_above_lowest_kcal_mol": 2.5,
  "total_charge": -2,
  "largest_force_ha_per_bohr": 0.01765
}